{"formula": "C18H49Mn2N2O25S6", "method": "the ωB97M-V functional and the def2-TZVPD basis", "species": ["Mn", "Mn", "N", "O", "O", "O", "N", "O", "O", "O", "O", "H", "O", "S", "O", "O", "C", "C", "C", "H", "H", "H", "H", "H", "H", "H", "H", "O", "S", "O", "O", "C", "C", "C", "H", "H", "H", "H", "H", "H", "H", "H", "O", "S", "O", "O", "C", "C", "C", "H", "H", "H", "H", "H", "H", "H", "H", "O", "S", "O", "O", "C", "C", "C", "H", "H", "H", "H", "H", "H", "H", "H", "O", "S", "O", "O", "C", "C", "C", "H", "H", "H", "H", "H", "H", "H", "H", "O", "S", "O", "O", "C", "C", "C", "H", "H", "H", "H", "H", "H", "H", "H"], "xyz": [[7.6775, 1.5586, -1.4543], [4.8314, 2.8783, -3.4259], [6.3906, 0.2483, -4.2439], [5.6931, 1.2502, -4.5813], [6.4622, -0.7344, -4.9533], [6.9214, 0.2701, -3.1158], [4.5268, 1.2531, -0.6435], [5.7441, 0.9934, -0.5148], [4.1510, 1.8266, -1.7078], [3.7114, 1.0461, 0.2288], [6.5902, 3.0580, -2.4134], [6.9487, 3.9177, -2.6654], [5.3027, 1.7764, -8.2051], [3.9675, 1.2322, -8.3081], [2.8752, 2.0037, -8.8357], [4.1031, -0.1646, -9.1510], [2.9139, -0.6930, -9.7873], [2.9852, -2.1841, -9.8660], [3.4888, 0.5553, -6.7026], [2.8827, -0.2447, -10.7830], [2.0188, -0.3134, -9.2904], [2.1042, -2.5041, -10.4213], [2.9729, -2.6718, -8.8859], [3.9072, -2.6003, -10.2748], [2.4457, 0.2639, -6.7858], [3.7055, 1.3439, -5.9900], [4.1438, -0.2807, -6.4760], [8.3014, -0.2606, -0.5787], [9.1833, -1.2010, 0.1062], [10.3489, -0.6180, 0.7145], [8.2982, -1.9665, 1.2493], [9.0372, -2.8472, 2.1258], [8.1869, -4.0618, 2.4327], [9.5454, -2.5814, -1.0073], [9.1923, -2.2537, 3.0311], [10.0540, -3.0522, 1.7828], [7.3312, -3.7071, 3.0049], [8.7538, -4.7983, 2.9963], [7.8531, -4.4594, 1.4746], [8.8821, -3.4176, -0.7945], [10.5737, -2.8678, -0.8008], [9.3593, -2.2329, -2.0215], [3.8600, -4.6499, 0.6193], [4.6882, -3.6059, 0.0821], [6.0752, -3.8077, -0.2665], [3.8589, -3.1141, -1.2571], [4.5475, -2.3113, -2.1959], [3.6741, -2.0478, -3.3979], [4.5087, -2.1050, 1.0787], [5.5142, -2.7343, -2.4785], [4.7863, -1.3373, -1.7475], [2.7204, -1.6542, -3.0443], [3.5594, -2.9745, -3.9605], [4.0923, -1.3102, -4.0845], [4.6834, -2.4352, 2.1010], [3.5086, -1.7036, 0.9407], [5.2280, -1.3401, 0.7924], [7.6468, -3.9231, -7.6365], [7.6623, -2.4956, -7.8173], [8.6592, -1.6892, -7.1528], [7.6892, -2.2551, -9.4154], [7.5058, -0.9255, -9.9353], [8.8876, -0.3981, -10.3472], [6.0714, -1.7899, -7.3222], [7.0331, -0.2043, -9.2665], [6.8842, -1.0154, -10.8255], [8.6795, 0.5837, -10.7761], [9.3856, -1.1029, -11.0069], [9.4993, -0.2800, -9.4522], [5.3756, -2.2028, -8.0482], [6.1746, -0.7134, -7.2307], [5.7621, -2.1685, -6.3486], [10.0027, -3.1748, -3.4603], [9.8108, -4.5388, -3.8906], [10.4634, -5.6559, -3.2689], [8.2146, -4.8739, -3.8116], [7.2648, -3.7993, -3.9047], [6.0398, -4.3709, -4.6067], [10.0435, -4.6130, -5.7137], [7.6578, -2.8663, -4.3108], [6.9566, -3.5771, -2.8788], [6.1697, -4.4810, -5.6801], [5.2018, -3.7052, -4.3944], [5.8698, -5.3455, -4.1514], [11.0823, -4.9317, -5.7746], [9.9257, -3.5940, -6.0733], [9.3021, -5.2607, -6.1648], [8.6866, 2.2546, -4.5692], [9.3124, 2.1383, -5.8693], [9.8821, 3.3234, -6.4397], [10.4796, 0.9890, -5.8654], [10.3093, -0.1311, -5.0025], [11.6423, -0.8352, -4.8846], [8.2234, 1.2649, -7.0049], [9.5327, -0.8106, -5.3648], [10.0107, 0.1980, -4.0020], [11.9875, -1.2354, -5.8378], [11.6576, -1.6340, -4.1421], [12.4409, -0.1743, -4.5391], [8.7895, 1.1548, -7.9278], [7.2921, 1.8002, -7.1799], [8.0088, 0.2708, -6.6195]], "forces_ev_per_angstrom": [[-1.6, -0.7, -0.9], [1.6, -2.1, 1.4], [-0.1, -0.2, 1.4], [-0.9, 0.8, -0.7], [0.1, 1.0, 0.4], [0.5, -0.3, 0.2], [-0.4, 0.9, 0.9], [0.5, -0.4, 0.3], [-0.6, 0.5, -1.6], [0.8, -0.3, -0.6], [-0.2, 0.8, -0.2], [0.6, -0.1, 0.2], [-1.0, -0.5, -0.2], [0.0, -1.2, -0.3], [0.7, -0.3, 0.3], [0.3, 1.4, 0.9], [0.0, 0.8, -0.7], [0.1, -0.7, 0.8], [0.4, 0.4, -0.9], [0.0, -0.1, 0.0], [0.1, -0.3, 0.2], [0.2, -0.3, -0.1], [-0.5, 0.3, 0.2], [-0.1, 0.4, -0.7], [0.0, 0.1, 0.2], [-0.4, 0.0, 0.1], [-0.1, 0.0, 0.0], [-0.5, 0.4, -0.1], [0.5, -1.8, 1.8], [-0.7, -0.4, -0.6], [0.3, 1.7, -2.0], [0.6, 0.3, 1.5], [0.1, 0.7, -0.7], [-0.3, 1.0, 0.8], [0.0, -0.1, 0.0], [-0.3, -0.2, -0.5], [-0.1, -0.3, 0.0], [0.0, 0.0, 0.0], [-0.2, -0.4, 0.2], [-0.2, 0.2, 0.2], [0.1, 0.1, -0.3], [0.3, 0.1, 0.5], [1.0, 0.8, -0.3], [-1.2, 0.7, -0.7], [-0.7, 0.0, 0.1], [0.5, -0.9, 0.7], [0.9, 1.4, -0.2], [-0.4, -0.3, 0.1], [0.3, -0.6, -0.2], [-0.4, -0.1, 0.2], [0.0, 0.0, 0.2], [-0.2, -0.2, -0.2], [-0.6, 0.1, 0.0], [0.3, 0.0, 0.2], [-0.1, 0.2, 0.1], [-0.1, -0.3, 0.1], [0.2, -0.2, -0.1], [0.1, 0.9, -0.3], [-0.9, 0.2, 0.0], [0.1, -0.6, -0.6], [-0.6, -0.6, 1.7], [1.4, 0.6, -0.8], [-1.0, 0.1, 0.7], [0.3, -1.2, -0.5], [-0.1, -0.4, 0.3], [-0.2, -0.2, 0.2], [0.5, -0.1, -0.3], [0.0, 0.2, -0.3], [0.1, 0.0, -0.1], [-0.2, 0.6, -0.2], [-0.2, -0.1, -0.6], [0.5, -0.3, -0.2], [0.4, -0.8, -0.6], [-1.6, -1.2, -1.8], [-0.3, 1.0, -0.1], [1.6, 0.4, 0.1], [-0.8, -0.2, 0.5], [0.4, 0.4, 0.2], [0.4, 0.6, 1.6], [0.2, -0.3, -0.4], [0.4, 0.0, 0.0], [0.1, -0.1, 0.0], [0.1, -0.3, -0.2], [-0.3, 0.0, -0.1], [-0.1, -0.2, -0.5], [0.0, 0.0, 0.0], [0.2, -0.3, 0.1], [0.1, -0.4, 0.0], [0.5, -1.0, -0.8], [-0.3, -0.9, 0.1], [-0.7, 1.7, 0.1], [0.1, -0.9, 1.1], [0.9, 0.0, 0.0], [0.1, 0.7, 0.2], [0.2, 0.2, -0.1], [-0.1, 0.2, -0.1], [-0.2, -0.1, -0.1], [-0.5, -0.1, -0.2], [-0.2, 0.4, -0.1], [0.0, 0.1, 0.0], [0.2, 0.2, 0.1], [0.2, 0.2, 0.2]], "lowdin_charge": [1.156, 1.236, -0.473, -0.106, 0.041, -0.063, -0.513, -0.084, -0.122, 0.123, -0.420, 0.015, -0.287, 0.632, -0.262, -0.287, -0.259, -0.065, -0.096, 0.129, 0.116, 0.093, 0.080, 0.085, 0.081, 0.036, 0.037, -0.375, 0.701, -0.248, -0.264, -0.265, -0.042, -0.075, 0.126, 0.120, 0.085, 0.092, 0.067, 0.083, 0.092, 0.042, -0.254, 0.651, -0.294, -0.236, -0.296, -0.049, -0.095, 0.074, 0.106, 0.094, 0.075, 0.057, 0.074, 0.072, 0.047, -0.265, 0.648, -0.306, -0.233, -0.249, -0.051, -0.118, 0.090, 0.128, 0.091, 0.088, 0.064, 0.069, 0.032, 0.049, -0.349, 0.659, -0.256, -0.246, -0.259, -0.030, -0.068, 0.104, 0.086, 0.066, 0.040, 0.102, 0.073, 0.035, 0.067, -0.328, 0.652, -0.250, -0.235, -0.286, -0.055, -0.109, 0.085, 0.105, 0.088, 0.061, 0.086, 0.069, 0.051, 0.019], "homo_lumo_gap_ev": [7.78, 7.77], "multiplicity": 11, "e_above_lowest_kj_mol": 0.00, "charge": 1, "s2": 30.006}


{"formula": "C18H49N3O19SZn2", "method": "the ωB97M-V functional and the def2-TZVPD basis", "species": ["Zn", "Zn", "S", "O", "O", "O", "O", "O", "C", "C", "O", "H", "H", "H", "H", "C", "C", "O", "O", "H", "H", "H", "H", "H", "H", "C", "C", "O", "O", "H", "H", "H", "H", "H", "H", "C", "C", "O", "O", "H", "H", "H", "H", "H", "H", "C", "C", "O", "O", "H", "H", "H", "H", "H", "H", "C", "C", "O", "O", "H", "H", "H", "H", "H", "H", "O", "C", "N", "C", "H", "H", "H", "H", "H", "O", "C", "N", "C", "H", "H", "H", "H", "H", "O", "C", "N", "C", "H", "H", "H", "H", "H"], "xyz": [[-4.6772, -2.2001, 1.7300], [1.3527, 1.9554, 2.2036], [-0.0929, -1.0804, -0.2266], [-0.2797, 0.3773, -0.1996], [0.9028, -0.9551, 0.7965], [-1.2899, -1.7389, 0.2844], [0.4514, -1.5666, -1.4687], [-0.9347, 2.7553, 4.3649], [-1.0003, 4.0447, 4.9696], [-0.4004, 5.2280, 4.1067], [0.6801, 4.9899, 3.1817], [-0.2620, 4.0092, 5.7708], [-1.9779, 4.3220, 5.3640], [-0.0809, 5.9890, 4.8186], [-1.1328, 5.7051, 3.4554], [-3.4932, -1.6425, 7.1955], [-2.2450, -2.0981, 7.9463], [-1.1191, -1.2945, 7.7412], [-3.2837, -1.6717, 5.7324], [-3.8729, -0.6590, 7.4724], [-4.4014, -2.2067, 7.4075], [-2.0106, -3.0640, 7.4990], [-2.3690, -2.2052, 9.0239], [-1.1435, -1.0366, 6.8168], [-2.6988, -0.9207, 5.6079], [1.0730, -0.8902, -7.3206], [0.6897, -0.7102, -8.8563], [1.1562, -1.8967, -9.5553], [0.3782, -2.0014, -6.7799], [0.9056, -0.0238, -6.6807], [2.1517, -1.0466, -7.3257], [1.2527, 0.1497, -9.2192], [-0.3849, -0.6320, -9.0212], [1.0237, -2.5838, -8.8982], [0.6201, -1.9635, -5.8517], [5.6135, 2.0508, 2.2199], [5.2759, 0.9165, 3.2035], [4.1260, 1.3711, 3.9344], [4.6363, 1.8638, 1.1426], [6.6512, 1.9125, 1.9165], [5.6071, 2.9579, 2.8243], [6.0658, 0.6521, 3.9064], [5.0669, -0.0003, 2.6523], [4.1163, 0.8912, 4.7658], [4.9295, 2.4492, 0.4406], [1.1830, 5.4355, -3.7026], [0.9409, 6.9917, -3.8611], [0.6526, 7.4209, -5.2420], [2.5490, 5.0248, -4.1670], [0.3892, 4.8819, -4.2041], [1.1503, 5.0945, -2.6678], [1.7435, 7.5559, -3.3859], [0.0142, 7.2877, -3.3694], [0.2661, 6.7146, -5.7648], [2.5177, 4.7153, -5.0752], [-4.6953, 3.6117, -0.8749], [-5.2937, 2.7044, 0.1766], [-4.5517, 1.6977, 0.8127], [-3.8076, 2.9249, -1.8393], [-4.2893, 4.4706, -0.3405], [-5.4131, 4.0779, -1.5499], [-6.1804, 2.2392, -0.2541], [-5.5642, 3.4089, 0.9631], [-3.8409, 2.2461, 1.1528], [-3.1302, 2.5135, -1.2976], [3.2427, -6.1785, 4.3134], [2.0724, -6.5263, 4.1505], [1.2128, -5.7075, 3.6001], [1.6338, -7.8856, 4.6764], [0.2156, -5.8623, 3.5582], [1.7193, -4.8556, 3.4062], [0.5976, -8.1714, 4.4958], [1.7610, -7.8471, 5.7583], [2.3266, -8.5631, 4.1773], [-6.0540, -2.5913, -2.1516], [-6.2671, -2.7622, -3.4046], [-6.5655, -1.7677, -4.3249], [-6.1443, -4.1313, -3.9514], [-6.4435, -0.8059, -4.0419], [-6.4452, -1.9480, -5.3114], [-5.1304, -4.5280, -3.8991], [-6.4801, -4.3844, -4.9570], [-6.7139, -4.8273, -3.3356], [7.2215, -1.3534, -2.2560], [6.1083, -1.9207, -2.1578], [5.1317, -1.3551, -2.8060], [5.9215, -3.1325, -1.2247], [5.2495, -0.4611, -3.2609], [4.1689, -1.6304, -2.6747], [4.8808, -3.1631, -0.9018], [6.6179, -3.0409, -0.3912], [5.9463, -4.1192, -1.6871]], "forces_ev_per_angstrom": [[0.1, 0.1, -0.1], [-0.3, 0.5, 0.3], [-2.5, -3.6, -2.3], [-0.3, 3.1, 0.1], [2.8, 0.2, 2.8], [0.6, 0.3, -0.5], [-0.4, 0.2, 0.2], [-0.5, 4.1, 1.5], [0.1, -5.9, -0.9], [4.7, 1.9, -4.2], [-3.1, -0.2, 3.0], [0.4, 0.3, 0.1], [-0.2, 0.1, -0.5], [0.1, -0.2, 0.4], [-1.0, -0.8, 0.0], [-0.7, 0.4, -0.7], [-0.6, -0.9, -0.6], [0.2, 1.0, 0.0], [0.1, 0.0, 1.9], [0.7, 0.5, 0.1], [0.5, -0.8, -0.1], [-0.1, -0.5, 0.3], [-0.3, 0.1, -0.1], [0.4, 0.0, -0.1], [-0.1, 0.2, -0.7], [-0.3, 0.5, -1.7], [0.9, -1.2, 1.5], [-0.2, 1.1, 0.5], [0.2, 0.2, -0.1], [-0.3, 0.4, -0.4], [0.2, -0.3, 0.0], [-0.2, 0.0, -0.2], [0.0, 0.3, 0.2], [0.0, -0.5, -0.1], [-0.3, -0.5, 0.2], [-0.2, -2.2, 0.7], [-0.2, 0.5, -0.2], [-0.1, -0.3, 0.0], [1.2, 1.1, 1.1], [-0.1, -0.1, -0.7], [-0.7, 0.5, -0.6], [0.3, 0.4, -0.1], [-0.2, 0.0, -0.2], [-0.2, 0.0, 0.1], [-0.2, 0.1, -0.3], [1.5, 0.8, -0.7], [-1.3, -1.4, -0.9], [1.3, 0.0, 1.0], [-1.8, 0.5, 0.7], [0.1, 0.0, -0.4], [0.0, 0.5, 0.1], [0.2, 0.0, -0.7], [0.0, -0.4, 0.7], [0.0, -0.3, 0.3], [-0.2, 0.1, -0.1], [1.3, -0.6, -1.6], [-2.2, 0.3, -0.2], [1.0, 0.6, -0.7], [-0.7, 1.1, 1.5], [1.1, 0.0, -0.3], [-0.6, -0.4, 0.4], [0.0, -0.2, 0.3], [-0.8, 0.1, 0.1], [0.7, -0.7, 0.7], [0.2, -0.3, -0.1], [-0.4, -0.3, -0.3], [1.7, -1.5, 1.8], [-0.8, 1.0, -0.8], [0.0, 0.5, -0.4], [0.4, 0.3, -0.1], [-1.0, 0.5, -0.4], [0.0, 0.1, -0.3], [0.3, -0.3, -0.1], [-0.2, -0.4, 0.5], [-1.0, 0.1, -4.5], [1.0, 1.1, 3.1], [0.3, -0.4, 1.0], [-0.2, -2.0, -0.3], [-0.1, -0.2, 0.2], [-0.1, -0.2, 0.3], [0.2, 0.5, 0.2], [-0.1, 0.8, -0.2], [0.0, 0.2, 0.3], [-1.0, -1.4, 0.5], [4.6, 0.5, 1.2], [-3.8, 0.3, -1.1], [-1.2, 0.5, -0.7], [0.5, -0.3, 0.1], [0.1, -0.1, 0.0], [-0.1, 0.4, 0.6], [-0.2, -0.1, -0.2], [0.8, 0.2, -0.4]], "lowdin_charge": [0.301, 0.907, 0.184, -0.153, -0.177, -0.307, -0.277, -0.171, -0.241, -0.245, -0.173, 0.125, 0.115, 0.107, 0.126, -0.205, -0.258, -0.055, -0.103, 0.112, 0.116, 0.115, 0.124, 0.068, 0.059, -0.241, -0.191, -0.085, -0.069, 0.110, 0.111, 0.110, 0.109, 0.061, 0.086, -0.204, -0.234, -0.128, -0.106, 0.116, 0.118, 0.119, 0.117, 0.083, 0.081, -0.175, -0.188, -0.097, -0.096, 0.105, 0.105, 0.112, 0.102, 0.067, 0.066, -0.212, -0.280, -0.076, -0.071, 0.103, 0.118, 0.124, 0.113, 0.084, 0.061, 0.004, -0.638, 0.168, -0.008, 0.117, 0.120, 0.068, 0.084, 0.085, -0.051, -0.527, 0.144, -0.039, 0.103, 0.096, 0.090, 0.074, 0.086, -0.024, -0.586, 0.155, 0.002, 0.121, 0.108, 0.065, 0.083, 0.078], "homo_lumo_gap_ev": 2.50, "multiplicity": 1}


| no. | total energy (eV) |
| --- | --- |
| 1 | -201265.7473 |
| 2 | -170486.2870 |